Version A
ORCA calculation (wB97M-V/def2-TZVPD) on a structure of composition C3H10NO2.

```
16
Properties=species:S:1:pos:R:3
C -0.369 0.228 -1.335
O -1.575 0.573 -0.748
C 0.417 -0.849 -0.480
C 1.531 -0.012 0.299
N -0.315 -1.495 0.616
H 0.292 1.104 -1.445
H -0.598 -0.153 -2.346
H 1.141 -1.544 -0.915
H 1.085 0.529 1.127
H 2.180 -0.741 0.804
H 2.151 0.531 -0.411
H -0.599 -0.792 1.294
H -1.190 -1.766 0.179
H -1.736 1.019 0.470
H -0.742 1.783 1.410
O -1.674 1.583 1.481
```

gap between HOMO and LUMO	7.828	eV
net charge	-1
highest occupied orbital energy	-0.1323	hartree
LUMO level	4.2	eV



Version B
ORCA calculation (wB97M-V/def2-TZVPD) on a cluster of 2 separate species, C3H10NO2 in total.

```
16
Properties=species:S:1:pos:R:3
C 0.325 0.243 -1.282
O 1.277 -0.838 -1.068
C -0.639 0.780 -0.223
C -1.662 -0.233 0.390
N 0.220 1.350 0.822
H -0.417 -0.409 -2.031
H 0.825 1.116 -1.843
H -1.345 1.514 -0.626
H -1.575 -0.184 1.385
H -2.585 -0.023 -0.057
H -1.374 -1.244 0.233
H 0.855 0.496 1.096
H 0.860 1.949 0.406
H 1.660 -1.321 -0.051
H 1.823 -2.076 1.468
O 1.753 -1.121 1.381
```

gap between HOMO and LUMO	7.927	eV
net charge	-1
highest occupied orbital energy	-0.1337	hartree
LUMO level	4.3	eV



Version C
ORCA calculation (wB97M-V/def2-TZVPD) on a cluster of 2 separate species, C3H10NO2 in total.

```
16
Properties=species:S:1:pos:R:3
C 0.095 -0.383 -0.907
O -1.130 -0.707 -0.437
C 1.045 0.089 0.197
C 1.248 -0.998 1.246
N 0.614 1.316 0.880
H 0.613 -1.244 -1.384
H 0.074 0.460 -1.641
H 2.046 0.307 -0.192
H 0.292 -1.154 1.760
H 1.962 -0.664 1.994
H 1.580 -1.900 0.754
H -0.286 1.105 1.309
H 0.370 1.994 0.157
H -2.148 0.174 -1.221
H -3.532 0.774 -0.924
O -2.844 0.832 -1.591
```

gap between HOMO and LUMO	7.698	eV
net charge	-1
highest occupied orbital energy	-0.1204	hartree
LUMO level	4.4	eV



Version D
ORCA calculation (wB97M-V/def2-TZVPD) on a cluster of 2 separate species, C3H10NO2 in total.

```
16
Properties=species:S:1:pos:R:3
C 1.244 0.969 -0.170
O -0.076 1.175 -0.159
C 1.701 -0.075 0.857
N 3.154 -0.317 0.824
H 1.639 0.622 -1.160
H 1.838 1.899 0.048
H 1.361 0.265 1.840
H 1.184 -1.006 0.619
H 3.630 0.572 0.702
H 3.480 -0.707 1.700
C -2.633 -0.203 -0.590
O -3.282 -1.467 -0.828
H -2.896 0.478 -1.397
H -3.003 0.206 0.352
H -1.548 -0.258 -0.543
H -2.585 -2.121 -0.930
```

gap between HOMO and LUMO	6.388	eV
net charge	-1
highest occupied orbital energy	-0.0914	hartree
LUMO level	3.9	eV



Stability verdict: version C, ahead by 0.865 eV